This record from OMol25 describes C4H4P2 as an isolated structure at a distorted geometry. The level of theory is ωB97M-V with the def2-TZVPD basis set.

**LUMO**: -0.557 eV
**Frontier orbital gap**: 7.0 eV
**Calculated total energy**: -837.30796 hartree

Structure (ORCA input):
```
! RIJCOSX wB97M-V def2-TZVPD def2/J DEFGRID3
* xyz 0 1
C -0.06119 0.77732 -0.41174
C -1.05905 -0.36521 -0.52599
C 0.31695 -0.54173 -0.96906
C -0.61464 0.08203 0.84439
P 1.18638 -0.77572 0.97008
P 2.83392 -0.31790 2.06397
H 0.03240 1.79738 -0.73462
H -2.04458 -0.49819 -0.91603
H 0.66967 -0.70432 -2.04813
H -1.25987 0.54634 1.72713
*
```

Mulliken population analysis, charges in e, atoms 1 to 8:
1 C -0.546
2 C -0.176
3 C -0.299
4 C -0.177
5 P -0.104
6 P -0.034
7 H 0.377
8 H 0.382